[1]
Below is a cluster of 2 separate species, C3H5NO in total, with properties calculated with the ωB97M-V functional and the def2-TZVPD basis.

Computed properties:
* LUMO energy: 0.72 eV
* SMILES: C=C=N.C=O
* spin multiplicity: 1
* HOMO-LUMO gap: 9.9837 eV
* relative energy (zero: lowest compared OMol25 entry of this formula, charge and spin): 2.3396 eV
* HOMO energy: -9.261 eV

Last column: Löwdin charge in e.
Element x y z (Å)
H  2.471  0.197  -1.461  0.0544
H  -0.135  1.834  0.747  0.0677
C  0.660  0.908  -0.695  -0.2849
O  -0.639  -1.811  0.690  -0.0141
N  -0.117  1.765  -0.272  0.1225
H  -1.205  -0.455  2.070  0.0821
H  -2.177  -0.517  0.458  0.0850
C  1.439  -0.007  -1.211  -0.0024
H  1.050  -0.999  -1.398  0.0540
C  -1.348  -0.916  1.073  -0.1643



[2]
Below is an isolated molecule of C3H5NO2, with properties calculated with the ωB97M-V functional and the def2-TZVPD basis.

Computed properties:
* LUMO energy: 0.75 eV
* SMILES: [H]/N=C/OC(C)=O
* spin multiplicity: 1
* HOMO-LUMO gap: 10.4357 eV
* relative energy (zero: lowest compared OMol25 entry of this formula, charge and spin): 3.3224 eV
* HOMO energy: -9.681 eV

Last column: Löwdin charge in e.
Element x y z (Å)
C  1.406  -0.084  0.237  -0.2638
H  2.467  -0.345  0.264  0.1356
H  -2.198  0.655  -0.186  0.0913
O  -1.259  -1.880  -1.125  0.1227
C  -0.770  -1.060  -0.410  -0.5378
H  -0.596  0.367  -0.935  0.1838
C  -1.265  0.198  0.097  0.0230
H  1.620  1.806  0.540  0.0646
N  0.943  1.079  0.408  0.0631
O  0.641  -1.182  -0.034  0.0101
H  -0.989  0.446  1.144  0.1075



[3]
Below is an isolated molecule of C3H5NO2, with properties calculated with the ωB97M-V functional and the def2-TZVPD basis.

Computed properties:
* LUMO energy: 0.85 eV
* SMILES: C=C(N)OC=O
* spin multiplicity: 1
* HOMO-LUMO gap: 9.1909 eV
* relative energy (zero: lowest compared OMol25 entry of this formula, charge and spin): 2.4428 eV
* HOMO energy: -8.342 eV

Last column: Löwdin charge in e.
Element x y z (Å)
O  0.379  0.077  -1.191  0.0782
C  -0.561  1.014  -1.561  -0.2901
O  -0.616  1.429  -2.676  0.1139
H  0.894  -1.366  1.453  0.1132
C  0.337  -0.302  0.119  -0.4931
C  -0.185  0.355  1.197  -0.0247
H  -0.885  -0.211  1.799  0.0595
H  1.014  -2.267  -0.184  0.1180
H  -0.133  1.420  1.331  0.0469
N  0.957  -1.456  0.427  0.1435
H  -1.200  1.306  -0.714  0.1347



[4]
Below is an isolated molecule of C3H5NO2, with properties calculated with the ωB97M-V functional and the def2-TZVPD basis.

Computed properties:
* LUMO energy: 0.80 eV
* SMILES: O[C@@H]1CN=CO1
* spin multiplicity: 1
* HOMO-LUMO gap: 10.8017 eV
* relative energy (zero: lowest compared OMol25 entry of this formula, charge and spin): 2.1372 eV
* HOMO energy: -10.003 eV

Last column: Löwdin charge in e.
Element x y z (Å)
H  -0.633  -1.400  0.836  0.0646
O  -0.145  1.547  0.201  -0.0160
H  0.951  0.371  1.630  0.1775
C  0.759  0.426  0.484  -0.3008
H  0.191  -1.304  -0.649  0.1054
O  1.782  0.258  -0.463  -0.0082
H  2.003  1.142  -0.885  0.1402
H  -2.046  1.792  -0.327  0.0986
C  -0.280  -0.767  0.148  -0.1060
N  -1.543  -0.146  -0.301  0.0897
C  -1.346  1.077  -0.208  -0.2452



[5]
Below is an isolated molecule of C3H5NO2, with properties calculated with the ωB97M-V functional and the def2-TZVPD basis.

Computed properties:
* LUMO energy: 0.68 eV
* SMILES: O=C(O)[C@@H]1CN1
* spin multiplicity: 1
* HOMO-LUMO gap: 10.8346 eV
* relative energy (zero: lowest compared OMol25 entry of this formula, charge and spin): 2.1891 eV
* HOMO energy: -10.153 eV

Last column: Löwdin charge in e.
Element x y z (Å)
O  -1.324  1.353  0.089  0.0852
C  0.999  -0.227  0.682  -0.1094
O  -2.542  -0.544  0.028  0.1003
C  -1.492  0.045  -0.016  -0.5502
H  0.619  0.203  1.638  0.1265
H  -0.319  1.406  -0.143  0.0859
C  -0.136  -0.545  -0.392  -0.1189
H  -0.078  -1.587  -0.883  0.1714
H  1.406  0.198  -1.339  0.1127
H  1.926  -0.812  0.858  0.1151
N  0.940  0.510  -0.521  -0.0186



[6]
Below is a cluster of 2 separate species, C3H5NO2 in total, with properties calculated with the ωB97M-V functional and the def2-TZVPD basis.

Computed properties:
* LUMO energy: 0.13 eV
* SMILES: O=[NH+][O-].C1=CC1
* spin multiplicity: 1
* HOMO-LUMO gap: 9.8906 eV
* relative energy (zero: lowest compared OMol25 entry of this formula, charge and spin): 7.0444 eV
* HOMO energy: -9.760 eV

Last column: Löwdin charge in e.
Element x y z (Å)
O  2.394  1.852  2.008  0.0511
N  2.456  0.847  1.351  -0.3322
H  -0.956  -0.428  1.103  0.0832
C  -1.840  -0.973  -1.066  -0.1431
H  -0.373  0.741  -1.870  0.0759
O  2.258  -0.278  1.683  0.0598
H  -2.861  -0.681  -1.028  0.0598
H  2.507  1.061  0.268  0.2184
H  -1.784  -1.935  -1.353  0.0304
C  -1.031  -0.279  0.057  -0.0266
C  -0.771  0.072  -1.153  -0.0767



[7]
Below is an isolated molecule of C3H5NO2, with properties calculated with the ωB97M-V functional and the def2-TZVPD basis.

Computed properties:
* LUMO energy: -0.09 eV
* SMILES: CNC(=O)C=O
* spin multiplicity: 1
* HOMO-LUMO gap: 9.8123 eV
* relative energy (zero: lowest compared OMol25 entry of this formula, charge and spin): 0.9871 eV
* HOMO energy: -9.904 eV

Last column: Löwdin charge in e.
Element x y z (Å)
N  0.290  -0.254  0.215  0.0109
H  2.348  -0.561  0.079  0.0868
H  0.041  -0.463  1.169  0.1287
C  -0.595  0.548  -0.368  -0.4746
H  -2.324  1.589  0.038  0.1189
H  1.453  -0.483  -1.462  0.0887
H  1.330  -1.935  -0.436  0.0878
O  -1.819  0.540  1.808  0.0773
O  -0.588  0.967  -1.518  0.0571
C  -1.724  0.923  0.662  -0.1286
C  1.427  -0.847  -0.433  -0.0529



[8]
Below is a cluster of 2 separate species, C3H5NO2 in total, with properties calculated with the ωB97M-V functional and the def2-TZVPD basis.

Computed properties:
* LUMO energy: 0.51 eV
* SMILES: [H]/N=C/C=O.C=O
* spin multiplicity: 1
* HOMO-LUMO gap: 10.5374 eV
* relative energy (zero: lowest compared OMol25 entry of this formula, charge and spin): 2.7998 eV
* HOMO energy: -10.028 eV

Last column: Löwdin charge in e.
Element x y z (Å)
H  2.350  -0.940  -0.869  0.0592
O  -1.563  -0.531  -0.177  0.0436
C  -0.574  1.987  -0.035  -0.1562
O  0.529  1.834  0.434  -0.0324
N  1.359  -1.162  -0.979  0.1208
C  0.769  -1.023  0.133  -0.2263
H  1.257  -0.721  1.068  0.1160
H  -1.467  2.108  0.606  0.0860
H  -0.996  -2.224  0.748  0.1203
H  -0.754  2.019  -1.126  0.0904
C  -0.712  -1.285  0.234  -0.2213



[9]
Below is an isolated molecule of C3H5NO2, with properties calculated with the ωB97M-V functional and the def2-TZVPD basis.

Computed properties:
* LUMO energy (spin up / spin down): 0.68 / 0.47 eV
* spin multiplicity: 1
* HOMO-LUMO gap (spin up / spin down): 7.8535 / 7.8610 eV
* relative energy (zero: lowest compared OMol25 entry of this formula, charge and spin): 4.9760 eV
* HOMO energy (spin up / spin down): -7.175 / -7.396 eV

Last column: Löwdin charge in e.
Element x y z (Å)
H  -1.137  2.271  0.050  0.1282
H  -1.967  -1.553  -0.744  0.0333
H  2.706  0.304  -0.781  0.1016
H  0.871  -0.552  1.164  0.0965
N  -1.653  0.287  -0.103  -0.0009
O  0.532  1.075  0.000  0.0457
C  -1.399  -0.991  -0.080  -0.0606
C  -0.760  1.246  0.051  -0.2373
C  1.062  -0.122  0.268  -0.2142
O  2.342  -0.342  -0.180  0.0497
H  -0.596  -1.622  0.353  0.0580



[10]
Below is an isolated molecule of C3H5NO2, with properties calculated with the ωB97M-V functional and the def2-TZVPD basis.

Computed properties:
* LUMO energy: -0.32 eV
* spin multiplicity: 1
* HOMO-LUMO gap: 8.8430 eV
* relative energy (zero: lowest compared OMol25 entry of this formula, charge and spin): 8.9775 eV
* HOMO energy: -9.161 eV

Last column: Löwdin charge in e.
Element x y z (Å)
O  0.004  0.455  -1.246  -0.0803
C  1.094  -1.430  -0.296  0.2249
O  1.371  0.925  0.559  -0.0012
N  -1.254  0.422  -0.629  -0.0686
H  1.961  -1.550  0.355  0.0237
H  -2.028  0.359  -1.259  0.1508
H  0.492  1.298  0.688  0.0523
H  -2.444  0.250  0.860  0.0203
C  1.095  -0.016  -0.431  -0.5655
C  -1.428  0.291  0.607  0.0575
H  2.076  -0.129  -1.015  0.1861